(1)
Entry from the Open Molecules 2025 dataset: C68H81N8OP2S7Sr as an isolated structure (the ωB97M-V functional and the def2-TZVPD basis).

```
168
C68H81N8OP2S7Sr (the ωB97M-V functional and the def2-TZVPD basis)
Sr -1.11386 1.69420 0.00663
S -3.72030 -1.12082 3.08267
C -2.98031 -0.13879 1.92825
S -3.14549 1.55387 1.98660
S -2.07266 -0.84951 0.62890
C 1.69627 -7.65522 -0.02494
S 3.14899 -6.96030 0.80872
C 3.74447 -5.77419 -0.44501
C 3.26568 -4.34597 -0.21046
C 1.74340 -4.23539 -0.25755
N 1.25045 -2.85912 -0.15387
P 0.95184 -1.99767 1.37975
C 0.33675 -3.41741 2.40510
C -1.02677 -3.49790 2.67502
C -1.56143 -4.55175 3.40196
C -0.73553 -5.57133 3.84976
C 0.62251 -5.51821 3.57286
C 1.15634 -4.45395 2.86080
C 2.67610 -1.89258 2.02118
C 3.04311 -2.13865 3.34371
C 4.33751 -1.89247 3.77459
C 5.28601 -1.38544 2.89771
C 4.92294 -1.10518 1.58902
C 3.62432 -1.33678 1.16494
P 0.02396 -2.24164 -1.19382
C 0.83712 -2.04150 -2.85042
C 0.42762 -0.89316 -3.53149
C 0.91928 -0.59057 -4.79170
C 1.84075 -1.43880 -5.39002
C 2.23715 -2.59673 -4.73615
C 1.73525 -2.90105 -3.47759
C -0.93837 -3.76113 -1.61819
C -1.31148 -4.09837 -2.91900
C -2.03590 -5.25686 -3.16787
C -2.39558 -6.09770 -2.12607
C -2.06241 -5.75189 -0.82322
C -1.36013 -4.58508 -0.57354
H 1.34206 -8.46148 0.61382
H 1.99118 -8.05677 -0.99302
H 0.91260 -6.90878 -0.14293
H 3.42817 -6.15298 -1.41961
H 4.83228 -5.81341 -0.38751
H 3.70839 -3.70071 -0.97585
H 3.62807 -4.00097 0.75755
H 1.33870 -4.83786 0.55842
H 1.38406 -4.67480 -1.19328
H -1.69491 -2.73452 2.30059
H -2.62559 -4.56262 3.60625
H -1.14849 -6.40948 4.39875
H 1.28137 -6.30840 3.91352
H 2.22039 -4.43220 2.67050
H 2.31066 -2.49573 4.05414
H 4.60747 -2.09428 4.80428
H 6.29234 -1.18572 3.24522
H 5.64923 -0.69106 0.89994
H 3.31068 -1.05549 0.16806
H -0.28228 -0.22795 -3.05294
H 0.58379 0.30138 -5.30652
H 2.24389 -1.20699 -6.36808
H 2.93341 -3.27566 -5.21579
H 2.03611 -3.82376 -2.99432
H -1.02772 -3.45920 -3.74621
H -2.30445 -5.50940 -4.18694
H -2.92364 -7.02114 -2.32869
H -2.34230 -6.39430 0.00290
H -1.13353 -4.30263 0.44431
C -1.97462 3.27084 4.95337
C -1.17927 4.10264 3.94389
C -1.38112 5.59789 4.21732
C 0.29609 3.76670 3.98034
C 0.94591 3.70695 5.20837
C 2.30306 3.45287 5.29673
C 3.04188 3.27937 4.13922
C 2.43440 3.34152 2.89462
C 3.24943 3.23620 1.61867
C 4.52258 2.41106 1.79887
C 3.63208 4.64002 1.12171
C 1.04703 3.56397 2.81008
N 0.46714 3.59209 1.52138
C 0.35626 4.74213 0.96203
C -0.07935 4.99255 -0.36360
C 0.02026 6.24004 -0.99894
C -0.42237 6.04738 -2.29892
C -0.78780 4.69114 -2.39563
N -0.58300 4.05252 -1.22908
C -1.45109 4.06891 -3.60491
C -1.06083 4.81596 -4.88537
C -1.06882 2.59486 -3.77447
C -2.97014 4.17697 -3.39236
H -3.04218 3.39178 4.77546
H -1.75675 3.57945 5.98010
H -1.73381 2.21407 4.84215
H -1.55530 3.87935 2.94514
H -0.93143 5.87518 5.17330
H -2.44643 5.83447 4.25840
H -0.92338 6.20472 3.43394
H 0.38234 3.87925 6.11886
H 2.78675 3.40546 6.26621
H 4.10572 3.09605 4.21530
H 2.61596 2.75431 0.86695
H 5.27741 2.97364 2.35402
H 4.94393 2.16191 0.82261
H 4.30392 1.48924 2.33378
H 4.06781 5.21797 1.93961
H 2.76534 5.17630 0.73907
H 4.37673 4.56569 0.32509
H 0.65160 5.64174 1.51858
H 0.38355 7.15753 -0.55867
H -0.47478 6.79116 -3.07841
H 0.02515 4.86988 -4.98564
H -1.46108 5.83027 -4.89544
H -1.45633 4.29643 -5.76138
H 0.01642 2.47975 -3.80813
H -1.50046 2.19727 -4.69675
H -1.45223 2.01844 -2.93629
H -3.26836 5.22379 -3.31240
H -3.23252 3.67098 -2.46317
H -3.51442 3.71389 -4.21952
C 3.54533 4.76081 -2.76913
C 2.37469 3.80969 -3.02192
C 2.66497 2.40666 -2.62384
N 2.00579 1.72837 -1.75697
N 2.45323 0.46426 -1.55534
C 3.48116 0.16837 -2.27910
N 4.17811 -0.99784 -2.18496
S 3.99159 1.47583 -3.33444
H 3.27666 5.76668 -3.09086
H 4.43810 4.45105 -3.31639
H 3.77744 4.79413 -1.70491
H 2.11448 3.83176 -4.08442
H 1.50783 4.11722 -2.43822
H 3.67042 -1.74035 -1.72637
H 4.70881 -1.26824 -2.99372
C -1.49132 -1.82034 6.21581
N -0.90290 -1.28485 5.01254
C -0.01803 -0.29392 4.96286
N 0.38577 0.25067 6.14802
S 0.70096 0.19825 3.53509
H -1.94186 -2.77991 5.97080
H -2.27263 -1.16784 6.62187
H -0.71809 -1.97512 6.97098
H -1.37075 -1.51073 4.14541
H -0.27558 0.26472 6.91089
H 0.92111 1.09834 6.02591
O -2.95341 1.39085 -1.30878
S -3.09155 -0.02229 -1.77491
C -3.89776 0.22471 -3.41135
C -3.62592 -0.66491 -4.43768
C -4.21229 -0.48094 -5.68238
C -5.05798 0.59762 -5.89593
C -5.32622 1.48720 -4.86270
C -4.75124 1.29601 -3.61705
C -4.63411 -0.66303 -1.11035
C -5.02054 -1.94735 -1.46250
C -6.22719 -2.44094 -0.99909
C -7.02303 -1.66367 -0.16640
C -6.60894 -0.39308 0.20228
C -5.41711 0.12130 -0.28653
H -2.95794 -1.50233 -4.26253
H -4.00708 -1.17595 -6.48692
H -5.50830 0.74707 -6.86921
H -5.98510 2.32969 -5.03146
H -4.95238 1.97516 -2.79851
H -4.38100 -2.55998 -2.08904
H -6.54553 -3.43457 -1.28766
H -7.96074 -2.05711 0.20515
H -7.21045 0.20420 0.87437
H -5.07986 1.11198 -0.01033
```

- Net charge: -1
- Strongest force on any atom: 2.7 eV/A
- 2S+1: 1
- Highest occupied orbital energy: -4.19 eV
- Lowest unoccupied orbital energy: 1.85 eV
- Orbital gap: 6.04 eV

---

(2)
Entry from the Open Molecules 2025 dataset: a 2-piece molecular cluster, C5H12NO overall (the ωB97M-V functional and the def2-TZVPD basis).

```
19
C5H12NO (the ωB97M-V functional and the def2-TZVPD basis)
N 1.54047 -1.77804 0.61746
C 0.81248 -0.89264 1.62098
O -0.50422 -1.06586 1.68611
H 0.78113 -2.49450 0.51653
H 2.32214 -2.28049 1.11714
H 1.33740 -0.96802 2.61001
H 1.05637 0.17619 1.21020
C -0.96067 0.23762 -0.78940
C -0.45632 1.52058 -0.80164
C 0.98124 1.75139 -1.34092
C -2.23650 -0.23775 -0.21890
H -0.27020 -0.56335 -1.11245
H -1.09040 2.40977 -0.62519
H 1.22797 2.54781 -2.08153
H 1.59454 1.94674 -0.42745
H 1.39513 0.77008 -1.68281
H -2.83778 0.62473 0.09162
H -1.95261 -0.89439 0.63298
H -2.74015 -0.80988 -1.02276
```

- Energy above the lowest of the compared OMol25 structures with the same formula, charge and spin: 135.4 kJ/mol
- Net charge: -1
- Strongest force on any atom: 2.8 eV/A
- 2S+1: 1
- Highest occupied orbital energy: -2.63 eV
- Lowest unoccupied orbital energy: 4.19 eV
- Orbital gap: 6.81 eV

---

(3)
Entry from the Open Molecules 2025 dataset: C27H30N2PPd as an isolated structure (the ωB97M-V functional and the def2-TZVPD basis).

```
61
C27H30N2PPd (the ωB97M-V functional and the def2-TZVPD basis)
Pd 0.20645 -1.42778 0.25924
C -1.16591 -4.69884 1.84715
C 0.06815 -3.96726 1.39749
C 0.35828 -3.86261 0.02479
C 1.53685 -3.24006 -0.42359
C 1.95905 -3.30066 -1.86989
C 2.37582 -2.65281 0.53638
C 2.10919 -2.75788 1.91099
C 3.08064 -2.18876 2.90587
C 0.96154 -3.42971 2.32140
H -2.05990 -4.08943 1.69832
H -1.10621 -4.96008 2.90211
H -1.30341 -5.61459 1.27209
H -0.26320 -4.39558 -0.68463
H 1.90366 -2.31958 -2.34279
H 1.33343 -3.99120 -2.43278
H 2.99267 -3.63794 -1.94211
H 3.30187 -2.19611 0.20992
H 3.02806 -1.09833 2.91564
H 4.10239 -2.46190 2.64025
H 2.87562 -2.55230 3.91112
H 0.76553 -3.54937 3.38049
N 1.20601 0.26863 -0.21225
P 0.11294 1.41185 -0.58408
C 0.53342 2.33199 -2.06629
C 1.73051 2.04898 -2.71894
C 2.06696 2.74861 -3.87097
C 1.21276 3.72497 -4.35990
C 0.01680 4.00664 -3.70687
C -0.32810 3.31114 -2.56073
C -1.54492 0.74151 -0.89682
C -1.64362 -0.50712 -1.52831
C -2.89146 -1.04933 -1.81150
C -4.04052 -0.34715 -1.48301
C -3.94820 0.89896 -0.87672
C -2.70706 1.44198 -0.57754
C 0.00659 2.57529 0.78011
C -0.81011 2.32778 1.88465
C -0.77895 3.19808 2.96394
C 0.06903 4.29751 2.95091
C 0.88941 4.53811 1.85628
C 0.86484 3.67678 0.76998
H 2.39081 1.29055 -2.31558
H 2.99556 2.53349 -4.38279
H 1.47450 4.27372 -5.25514
H -0.64769 4.76815 -4.09325
H -1.26143 3.53191 -2.05474
H -0.75211 -1.00011 -1.90353
H -2.96359 -2.01208 -2.30071
H -5.01257 -0.76550 -1.71064
H -4.84701 1.44996 -0.63312
H -2.64489 2.40303 -0.08445
H -1.46896 1.46835 1.90571
H -1.41939 3.01634 3.81747
H 0.09300 4.97142 3.79736
H 1.54860 5.39588 1.84633
H 1.50041 3.86718 -0.08566
N -1.67627 -0.90932 2.29858
H -0.82650 -0.73620 2.82311
H -2.10434 -1.76256 2.63733
H -1.45500 -1.03660 1.30432
```

- Net charge: +1
- Strongest force on any atom: 1.1 eV/A
- 2S+1: 3
- Highest occupied orbital energy (spin up / spin down): -10.97 / -11.46 eV
- Lowest unoccupied orbital energy (spin up / spin down): -2.23 / -4.24 eV
- Orbital gap (spin up / spin down): 8.74 / 7.22 eV

---

| no. | total energy (hartree) |
| --- | --- |
| 1 | -6654.06425 |
| 2 | -327.64449 |
| 3 | -1625.34507 |